Record 1
ORCA calculation (ωB97M-V/def2-TZVPD) on a single C10H14O3S molecule at a distorted geometry.

Geometry as ORCA input:
```
! RIJCOSX wB97M-V def2-TZVPD def2/J DEFGRID3
* xyz 0 3
C -1.37 -1.05 2.34
C -1.23 0.10 1.99
C -2.00 0.40 -0.95
C -0.52 0.57 -1.56
C 0.52 1.06 -0.74
C -1.13 1.31 1.44
C 1.05 -1.10 -1.24
C 0.93 -2.32 -0.24
C 2.15 -1.27 -2.30
C -0.67 2.48 2.35
O -0.11 -0.75 -1.96
O 1.47 0.12 -0.51
O 0.68 2.08 2.65
S -2.32 1.76 0.24
H -1.47 -1.99 2.79
H -2.74 0.47 -1.71
H -2.10 -0.36 -0.26
H -0.65 1.07 -2.47
H 0.71 2.15 -0.48
H 1.64 -2.23 0.68
H 0.89 -3.24 -0.78
H -0.12 -2.32 0.12
H 2.09 -2.21 -2.96
H 3.04 -1.44 -1.65
H 2.28 -0.39 -2.98
H -1.27 2.40 3.22
H -0.47 3.34 1.73
H 0.75 1.36 3.24
*
```

Computed properties:
energy relative to the best compared isomer or geometry (same formula, charge and spin) = 257.74 kJ/mol
E_HOMO (alpha / beta) = -0.230 / -0.327 hartree
⟨S²⟩ = 2.022
Kohn-Sham gap (alpha / beta) = 7.01 / 8.00 eV

***

Record 2
ORCA calculation (ωB97M-V/def2-TZVPD) on a molecular structure, C10H14O4 at a distorted geometry.

Geometry as ORCA input:
```
! RIJCOSX wB97M-V def2-TZVPD def2/J DEFGRID3
* xyz 0 1
O -3.48 0.10 -0.43
O -2.02 -2.73 -0.88
O -0.44 1.58 -0.35
O 0.95 -1.23 -1.06
C -2.30 -0.31 -0.47
C -1.64 -1.58 -0.72
C -0.95 0.35 -0.44
C -0.36 -0.85 -0.68
C -1.90 3.21 -0.30
C -0.06 3.29 1.29
C 1.13 -3.47 0.08
C 3.08 -2.16 -0.37
C -1.07 2.43 0.56
C 1.58 -2.08 0.02
H -2.43 4.10 0.15
H -1.29 3.69 -0.98
H -2.67 2.47 -0.70
H -0.68 4.09 1.75
H 0.60 2.79 1.96
H 0.62 3.80 0.65
H 1.80 -4.10 0.66
H 0.15 -3.50 0.57
H 1.14 -3.87 -0.95
H 3.28 -2.58 -1.36
H 3.41 -1.17 -0.61
H 3.67 -2.67 0.39
H -1.68 1.85 1.26
H 1.56 -1.44 0.96
*
```

Computed properties:
energy relative to the best compared isomer or geometry (same formula, charge and spin) = 289.33 kJ/mol
E_HOMO = -0.346 hartree
Kohn-Sham gap = 9.52 eV

***

Record 3
ORCA calculation (ωB97M-V/def2-TZVPD) on 3 unconnected molecules or ions with the total composition C10H14O9 at a distorted geometry.

Geometry as ORCA input:
```
! RIJCOSX wB97M-V def2-TZVPD def2/J DEFGRID3
* xyz 0 1
C -0.29 6.51 -3.91
C -1.56 7.37 -3.59
C -1.82 7.69 -2.14
O -2.29 9.00 -2.06
C -1.97 9.67 -3.14
O -1.88 10.88 -3.22
O -1.36 8.76 -3.99
H -0.16 5.89 -3.02
H 0.61 7.09 -3.73
H -0.28 5.95 -4.84
H -2.44 7.07 -4.17
H -0.88 7.71 -1.58
H -2.42 6.93 -1.65
O -0.36 3.86 2.67
C 0.11 3.87 3.76
O 1.19 4.55 4.09
C 1.28 4.49 5.51
C -0.15 4.19 5.91
O -0.55 3.37 4.83
H 1.90 3.61 5.67
H 1.78 5.25 6.10
H -0.80 5.04 6.08
H -0.15 3.60 6.82
O -8.06 9.26 -0.51
C -8.37 8.57 -1.52
O -8.33 7.22 -1.58
C -9.23 6.92 -2.55
C -8.85 7.98 -3.59
O -8.53 9.03 -2.75
H -8.85 6.07 -3.12
H -10.27 7.02 -2.22
H -9.63 8.35 -4.25
H -7.92 7.76 -4.11
*
```

Computed properties:
energy relative to the best compared isomer or geometry (same formula, charge and spin) = 206.08 kJ/mol
E_HOMO = -0.394 hartree
Kohn-Sham gap = 11.18 eV

***

Record 4
ORCA calculation (ωB97M-V/def2-TZVPD) on a molecular structure, C10H15BrKN2.

Geometry as ORCA input:
```
! RIJCOSX wB97M-V def2-TZVPD def2/J DEFGRID3
* xyz -1 1
K 1.03 0.00 -1.50
C 1.65 0.00 4.08
C 2.53 0.00 2.88
C 3.92 0.00 2.96
C 4.73 0.00 1.83
C 4.07 0.00 0.60
Br 5.07 0.00 -1.01
N 2.77 0.00 0.51
C 2.00 0.00 1.59
H 2.23 0.00 5.00
H 1.00 -0.88 4.09
H 1.00 0.88 4.09
H 4.39 0.00 3.94
H 5.81 0.00 1.87
H 0.92 0.00 1.44
C -3.19 0.00 -0.87
C -2.58 0.00 -2.31
C -3.18 -1.25 -3.03
C -3.18 1.25 -3.03
N -1.19 0.00 -2.29
H -4.29 0.00 -0.87
H -2.83 0.88 -0.34
H -2.83 -0.88 -0.34
H -4.28 -1.27 -3.03
H -2.80 -2.15 -2.54
H -2.83 -1.26 -4.06
H -4.28 1.27 -3.03
H -2.83 1.26 -4.06
H -2.80 2.15 -2.54
*
```

Computed properties:
energy relative to the best compared isomer or geometry (same formula, charge and spin) = 16.58 kJ/mol
E_HOMO (alpha / beta) = -0.013 / -0.013 hartree
Kohn-Sham gap (alpha / beta) = 2.31 / 2.31 eV

***

Record 5
ORCA calculation (ωB97M-V/def2-TZVPD) on a molecular structure, C10H15ClFY2 at a distorted geometry.

Geometry as ORCA input:
```
! RIJCOSX wB97M-V def2-TZVPD def2/J DEFGRID3
* xyz -1 1
Y 0.65 -1.31 -3.08
Cl 1.95 -3.30 -2.63
C 1.79 0.56 -3.68
C -0.99 -1.53 -4.74
H 1.63 0.98 -4.66
H 1.72 1.38 -2.93
H 2.83 0.19 -3.66
H -0.90 -0.88 -5.61
H -2.04 -1.49 -4.36
H -0.78 -2.57 -5.07
Y -0.95 -0.85 0.63
C -2.88 -1.72 1.53
C -1.72 0.66 -0.76
H -3.77 -1.23 1.09
H -2.84 -2.78 1.23
H -2.87 -1.61 2.62
H -2.29 0.25 -1.69
H -0.96 1.41 -1.16
F 2.23 2.40 5.23
C 1.61 1.76 4.19
C 2.40 0.89 3.44
C 1.73 0.20 2.41
C 0.42 0.47 2.18
C -0.34 1.36 2.90
C 0.27 2.08 3.95
H 3.46 0.72 3.66
H 2.28 -0.47 1.75
H -1.38 1.60 2.64
H -0.26 2.82 4.57
*
```

Computed properties:
energy relative to the best compared isomer or geometry (same formula, charge and spin) = 192.12 kJ/mol
E_HOMO (alpha / beta) = -0.130 / -0.130 hartree
Kohn-Sham gap (alpha / beta) = 5.42 / 5.43 eV

***

Record 6
ORCA calculation (ωB97M-V/def2-TZVPD) on a single C10H15ClNO2PS2 molecule at a distorted geometry.

Geometry as ORCA input:
```
! RIJCOSX wB97M-V def2-TZVPD def2/J DEFGRID3
* xyz 0 1
C -3.72 1.65 1.87
C -3.19 0.45 2.57
N -1.69 0.45 2.82
P -0.64 -0.19 1.66
S -1.45 -1.91 0.95
O 0.86 -0.43 2.44
C 0.73 -0.99 3.65
O -0.43 0.76 0.44
C 0.39 0.52 -0.68
C 1.47 -0.31 -0.71
C 2.21 -0.49 -1.86
C 1.94 0.34 -3.02
S 3.07 0.15 -4.35
C 3.35 -1.68 -4.67
C 0.79 1.08 -3.00
C 0.02 1.21 -1.83
Cl -1.48 2.08 -2.13
H -4.72 1.46 1.51
H -3.21 1.96 0.95
H -3.66 2.61 2.49
H -3.38 -0.53 2.01
H -3.85 0.34 3.48
H -1.39 1.35 2.99
H -0.20 -1.49 3.82
H 1.45 -1.84 3.83
H 0.98 -0.25 4.48
H 1.77 -0.86 0.13
H 3.05 -1.16 -1.92
H 2.69 -2.11 -5.45
H 3.13 -2.25 -3.77
H 4.40 -1.96 -4.95
H 0.70 2.02 -3.72
*
```

Computed properties:
energy relative to the best compared isomer or geometry (same formula, charge and spin) = 33.81 kJ/mol
E_HOMO = -0.310 hartree
Kohn-Sham gap = 8.99 eV

***

Record 7
ORCA calculation (ωB97M-V/def2-TZVPD) on a molecular structure, C10H15FI2O3 at a distorted geometry.

Geometry as ORCA input:
```
! RIJCOSX wB97M-V def2-TZVPD def2/J DEFGRID3
* xyz 0 1
C -2.03 -2.63 -1.08
C -0.99 -1.96 -0.17
F 0.28 -2.36 -0.58
C -1.12 -0.45 -0.24
C -0.02 0.39 0.44
C -0.24 1.87 -0.02
I 0.06 3.32 1.55
C 0.65 2.21 -1.24
C 0.47 1.28 -2.42
I 0.13 4.19 -1.99
C -0.07 0.13 1.97
C 1.33 -0.27 2.35
O 1.41 -1.69 2.31
C 2.11 0.28 1.15
O 3.18 0.85 1.07
O 1.31 0.00 0.06
H -1.53 -2.93 -2.00
H -2.43 -3.52 -0.61
H -2.82 -1.94 -1.34
H -1.15 -2.33 0.84
H -2.04 -0.18 0.27
H -1.24 -0.17 -1.28
H -1.27 1.99 -0.33
H 1.68 2.29 -0.92
H 0.82 0.28 -2.17
H 1.10 1.63 -3.23
H -0.56 1.25 -2.77
H -0.73 -0.68 2.29
H -0.36 0.97 2.58
H 1.73 0.14 3.27
H 2.32 -1.95 2.23
*
```

Computed properties:
E_HOMO = -0.328 hartree
Kohn-Sham gap = 9.14 eV

***

Record 8
ORCA calculation (ωB97M-V/def2-TZVPD) on 2 unconnected molecules or ions with the total composition C10H15FN2 at a distorted geometry.

Geometry as ORCA input:
```
! RIJCOSX wB97M-V def2-TZVPD def2/J DEFGRID3
* xyz 0 1
C -1.44 -2.55 -0.69
C -2.47 -1.63 -0.45
C -0.20 -2.48 -0.08
C -2.16 -0.39 0.16
C -0.84 -0.28 0.64
C 0.09 -1.28 0.52
C -3.21 0.65 0.34
C -0.44 0.96 1.39
C 3.47 0.29 0.10
C 1.56 0.37 -1.50
N 1.44 -0.94 0.93
N 2.44 -0.32 -0.61
F 2.05 -2.22 1.14
H -1.72 -3.49 -1.20
H -3.46 -1.74 -0.93
H 0.55 -3.24 -0.23
H -4.03 0.19 0.77
H -2.82 1.31 1.17
H -3.42 1.09 -0.57
H -1.04 1.80 1.02
H -0.75 0.74 2.36
H 0.57 1.01 1.20
H 3.42 1.34 -0.01
H 3.38 0.07 1.21
H 4.36 -0.06 -0.38
H 0.91 -0.29 -2.10
H 1.21 1.43 -1.15
H 2.27 0.49 -2.40
*
```

Computed properties:
E_HOMO (alpha / beta) = -0.302 / -0.302 hartree
Kohn-Sham gap (alpha / beta) = 8.39 / 8.39 eV